Computed, not measured: one molecule with the formula C5H7N at a distorted geometry, with ωB97M-V/def2-TZVPD.

Element x y z (Å)
C (-1.67, -0.13, -0.06)
C (-0.44, -0.92, -0.13)
C (0.68, -0.16, 0.55)
C (1.24, 1.02, -0.20)
C (2.02, -0.28, -0.12)
H (-0.49, -1.91, 0.31)
H (-0.25, -1.00, -1.20)
H (0.61, 0.01, 1.65)
H (0.73, 1.31, -1.17)
H (1.65, 1.86, 0.43)
H (2.15, -0.92, -0.98)
H (2.97, -0.22, 0.46)
N (-2.63, 0.54, 0.03)

Output
DFT total energy: -6787.2006 eV
Molecular weight: 81.118 g mol⁻¹
F_max: 2.8 eV Å⁻¹
Orbital gap: 11.9 eV
SMILES: N#CCC1CC1
LUMO level: 0.0350 Eh
Net charge: 0

Computed, not measured: a 15-piece molecular cluster, C41H77NO31 overall at a distorted geometry, with ωB97M-V/def2-TZVPD.

Element x y z (Å)
C (-2.03, 0.83, -0.76)
C (-0.58, 0.30, -0.82)
C (0.40, 1.49, -0.65)
C (1.79, 1.08, -0.25)
C (1.77, 0.27, 1.00)
C (1.05, -1.04, 0.86)
N (-0.33, -0.73, 0.33)
O (-1.21, -1.72, 0.30)
C (0.92, -1.69, 2.22)
C (1.78, -2.06, -0.03)
C (-0.29, -0.48, -2.10)
H (-2.11, 1.39, 0.17)
H (-2.75, 0.01, -0.76)
H (-2.11, 1.53, -1.60)
H (0.14, 2.16, 0.18)
H (0.48, 2.13, -1.53)
H (2.36, 1.95, 0.07)
H (2.32, 0.68, -1.12)
H (1.30, 0.88, 1.79)
H (2.77, 0.20, 1.43)
H (0.54, -1.03, 3.00)
H (1.89, -2.04, 2.57)
H (0.27, -2.57, 2.22)
H (1.11, -2.86, -0.33)
H (2.66, -2.32, 0.55)
H (2.08, -1.57, -0.96)
H (-1.07, -1.22, -2.29)
H (0.73, -0.82, -2.27)
H (-0.35, 0.30, -2.86)
C (5.85, -1.48, 1.30)
C (5.37, -1.75, 2.75)
O (5.51, -3.09, 3.12)
H (5.02, -1.79, 0.67)
H (6.70, -2.05, 0.93)
H (5.99, -0.40, 1.15)
H (4.35, -1.36, 2.87)
H (5.99, -1.26, 3.50)
C (1.82, 4.02, 2.78)
C (1.40, 4.07, 4.25)
O (2.45, 3.31, 4.89)
C (3.13, 2.61, 3.96)
O (4.04, 1.87, 4.17)
O (2.70, 2.93, 2.74)
H (2.42, 4.87, 2.47)
H (0.94, 3.86, 2.16)
H (0.47, 3.67, 4.65)
H (1.46, 5.12, 4.52)
C (5.22, -0.68, -3.58)
C (6.67, -0.49, -3.03)
O (6.50, 0.73, -2.32)
C (5.24, 0.90, -1.97)
O (4.86, 1.71, -1.17)
O (4.50, 0.00, -2.61)
H (5.07, -1.75, -3.71)
H (5.18, -0.15, -4.53)
H (7.41, -0.31, -3.82)
H (7.07, -1.32, -2.46)
C (-1.97, 3.07, -4.98)
C (-1.41, 2.37, -6.23)
O (-1.93, 1.06, -6.13)
C (-2.43, 0.82, -4.95)
O (-2.97, -0.18, -4.57)
O (-2.46, 1.97, -4.26)
H (-2.71, 3.79, -5.33)
H (-1.14, 3.60, -4.52)
H (-0.32, 2.33, -6.26)
H (-1.81, 2.76, -7.17)
C (-0.03, -1.04, 7.01)
C (-0.62, -2.39, 7.33)
O (0.30, -3.30, 6.81)
C (1.04, -2.69, 5.88)
O (1.79, -3.25, 5.14)
O (0.86, -1.36, 5.93)
H (0.54, -0.56, 7.81)
H (-0.66, -0.27, 6.56)
H (-1.65, -2.50, 6.97)
H (-0.64, -2.38, 8.42)
C (3.43, 4.59, -3.09)
C (1.97, 4.71, -2.65)
O (2.04, 4.33, -1.28)
C (3.32, 4.48, -0.88)
O (3.58, 4.55, 0.28)
O (4.15, 4.70, -1.91)
H (3.67, 5.39, -3.80)
H (3.53, 3.63, -3.59)
H (1.37, 3.93, -3.11)
H (1.53, 5.70, -2.76)
C (-3.41, 0.11, 3.01)
C (-3.44, 0.46, 4.48)
O (-2.31, 1.31, 4.66)
C (-1.52, 1.16, 3.58)
O (-0.38, 1.55, 3.49)
O (-2.12, 0.54, 2.60)
H (-4.14, 0.77, 2.54)
H (-3.57, -0.94, 2.80)
H (-3.31, -0.50, 4.98)
H (-4.35, 0.96, 4.81)
C (-2.38, 4.83, 3.43)
C (-3.61, 4.07, 2.93)
O (-3.35, 4.16, 1.53)
C (-2.08, 4.56, 1.27)
O (-1.48, 4.55, 0.23)
O (-1.44, 4.79, 2.42)
H (-1.91, 4.30, 4.26)
H (-2.64, 5.86, 3.66)
H (-4.56, 4.43, 3.32)
H (-3.68, 3.01, 3.17)
C (-2.34, -5.26, 1.25)
C (-3.76, -4.78, 1.55)
O (-3.58, -3.78, 2.52)
C (-2.32, -3.79, 2.97)
O (-1.91, -3.07, 3.85)
O (-1.59, -4.79, 2.33)
H (-2.05, -4.66, 0.38)
H (-2.36, -6.34, 1.13)
H (-4.39, -5.61, 1.91)
H (-4.27, -4.35, 0.69)
O (-0.39, -3.93, -2.02)
H (-1.26, -3.58, -2.29)
H (-0.51, -4.88, -1.99)
O (3.24, -4.98, 3.23)
H (2.59, -4.37, 3.57)
H (4.09, -4.54, 3.37)
C (2.05, 1.24, -4.49)
C (1.47, 0.36, -5.63)
O (2.38, -0.51, -6.28)
H (1.61, 2.24, -4.54)
H (3.11, 1.47, -4.64)
H (1.97, 0.83, -3.49)
H (1.13, 1.09, -6.36)
H (0.59, -0.22, -5.34)
H (2.07, -1.41, -6.12)
C (-3.89, -4.34, -4.48)
C (-3.77, -4.45, -2.95)
O (-2.96, -3.41, -2.48)
H (-2.93, -4.44, -4.99)
H (-4.21, -3.31, -4.66)
H (-4.59, -5.05, -4.92)
H (-3.33, -5.40, -2.65)
H (-4.77, -4.35, -2.52)
H (-3.39, -2.55, -2.45)
C (-6.63, -0.63, -1.61)
C (-5.71, -1.31, -2.56)
O (-4.35, -0.86, -2.35)
H (-7.68, -0.85, -1.80)
H (-6.61, 0.47, -1.57)
H (-6.40, -0.92, -0.58)
H (-6.00, -1.18, -3.61)
H (-5.75, -2.38, -2.36)
H (-4.15, -0.09, -2.89)

Output
DFT total energy: -108720.0858 eV
Molecular weight: 1080.043 g mol⁻¹
F_max: 5.3 eV Å⁻¹
Orbital gap: 2.1 eV
LUMO level: -0.0984 Eh
Net charge: 0

Computed, not measured: a 2-piece molecular cluster, C6H5NO overall at a distorted geometry, with ωB97M-V/def2-TZVPD.

Element x y z (Å)
C (-0.60, -2.09, 2.68)
C (-0.44, -1.00, 2.13)
C (0.97, 0.23, -2.21)
C (-0.39, 0.47, -2.34)
C (0.29, 0.79, -0.28)
C (0.26, 1.19, 1.08)
N (1.36, 0.45, -0.93)
O (-0.85, 0.71, -1.06)
H (-0.61, -3.17, 2.63)
H (1.65, -0.26, -2.78)
H (-1.27, 0.26, -3.09)
H (-0.51, 1.90, 1.59)
H (1.27, 1.12, 1.59)

Output
DFT total energy: -9833.3250 eV
Molecular weight: 107.112 g mol⁻¹
F_max: 3.6 eV Å⁻¹
Orbital gap (alpha / beta): 7.4 / 7.3 eV
LUMO level (alpha / beta): -0.0677 / -0.0685 Eh
Net charge: 0

Computed, not measured: C6H12AlF4N2O14S4 as an isolated structure at a distorted geometry, with ωB97M-V/def2-TZVPD.

Element x y z (Å)
Al (5.14, 3.40, -22.90)
N (5.14, 4.17, -25.56)
S (4.26, 5.23, -26.37)
O (2.91, 4.89, -26.59)
O (5.04, 5.88, -27.36)
F (4.22, 6.31, -25.22)
S (5.47, 3.04, -26.78)
O (6.54, 3.42, -27.60)
O (4.33, 2.42, -27.34)
F (6.10, 2.01, -25.78)
N (2.32, 3.50, -22.71)
S (1.33, 2.38, -21.95)
O (0.29, 1.84, -22.73)
O (1.10, 2.73, -20.61)
F (2.39, 1.24, -21.89)
S (1.23, 4.43, -23.45)
O (0.31, 5.08, -22.60)
O (0.77, 3.85, -24.66)
F (2.22, 5.54, -23.89)
C (9.89, 1.42, -21.60)
O (9.32, 0.81, -22.77)
C (8.08, 1.13, -23.04)
O (7.38, 1.85, -22.35)
O (7.58, 0.53, -24.09)
C (8.18, -0.64, -24.66)
H (10.12, 2.46, -21.80)
H (10.85, 0.96, -21.37)
H (9.28, 1.25, -20.73)
H (7.35, -1.26, -24.99)
H (8.75, -1.20, -23.92)
H (8.93, -0.40, -25.41)
C (2.21, 1.33, -25.39)
O (3.10, 0.24, -25.59)
C (4.03, 0.06, -24.67)
O (4.33, 0.85, -23.79)
O (4.62, -1.11, -24.75)
C (4.36, -2.02, -25.85)
H (2.74, 2.20, -24.99)
H (1.38, 1.18, -24.70)
H (1.76, 1.60, -26.34)
H (3.91, -1.56, -26.73)
H (3.64, -2.75, -25.50)
H (5.33, -2.41, -26.12)

Output
DFT total energy: -98853.6602 eV
Molecular weight: 567.404 g mol⁻¹
F_max: 4.5 eV Å⁻¹
Orbital gap: 3.4 eV
LUMO level: -0.3824 Eh
Net charge: +1

Computed, not measured: a 2-piece molecular cluster, C2F2INO2 overall at a distorted geometry, with ωB97M-V/def2-TZVPD.

Element x y z (Å)
C (0.28, 0.42, 0.25)
C (-0.65, -0.57, -0.35)
N (2.14, 1.27, -0.90)
O (0.40, 0.78, 1.34)
O (2.36, 2.11, -0.17)
F (-0.56, -1.88, -0.10)
F (-0.75, -0.51, -1.73)
I (-2.81, 0.13, 0.36)

Output
DFT total energy: -21189.4316 eV
Molecular weight: 234.927 g mol⁻¹
F_max: 4.6 eV Å⁻¹
Orbital gap (alpha / beta): 6.9 / 6.9 eV
LUMO level (alpha / beta): -0.0555 / -0.0555 Eh
Net charge: 0

Computed, not measured: C41H59BN3O12PS2Si2 as an isolated structure at a distorted geometry, with ωB97M-V/def2-TZVPD.

Element x y z (Å)
C (6.74, 1.99, 1.37)
C (5.48, 2.87, 1.41)
C (4.14, 2.08, 1.38)
C (2.96, 3.07, 1.20)
Si (4.13, 0.62, 0.16)
C (2.38, 0.29, -0.45)
C (1.42, 0.16, 0.75)
C (0.35, -0.88, 0.45)
S (-0.97, -0.79, 1.73)
C (-2.46, -0.96, 0.73)
S (-3.12, -2.41, 0.49)
N (-3.08, 0.19, 0.17)
C (-4.20, 0.69, 0.91)
C (-4.35, 0.50, 2.28)
C (-5.47, 0.98, 2.95)
C (-6.47, 1.66, 2.26)
C (-6.31, 1.88, 0.89)
C (-5.19, 1.39, 0.22)
C (-2.16, 1.23, -0.25)
C (-1.73, 2.24, 0.61)
C (-0.84, 3.20, 0.14)
C (-0.37, 3.13, -1.17)
C (-0.79, 2.13, -2.03)
C (-1.70, 1.18, -1.56)
O (5.25, 0.74, -1.06)
Si (4.86, 1.53, -2.48)
B (4.24, 3.44, -2.22)
O (2.92, 3.88, -2.30)
O (5.23, 4.36, -2.00)
C (3.67, 0.51, -3.54)
C (2.93, 1.15, -4.52)
C (2.04, 0.44, -5.30)
C (1.96, -0.91, -5.05)
C (2.76, -1.47, -4.07)
N (3.61, -0.81, -3.29)
P (4.77, -1.23, 1.32)
N (3.45, -2.35, 1.09)
O (4.66, -0.85, 2.94)
H (6.60, 1.03, 1.86)
H (7.07, 1.90, 0.34)
H (7.53, 2.51, 1.90)
H (5.49, 3.64, 0.65)
H (5.49, 3.39, 2.36)
H (4.06, 1.66, 2.38)
H (3.36, 4.08, 1.08)
H (2.34, 2.88, 0.33)
H (2.33, 3.10, 2.08)
H (2.41, -0.68, -0.94)
H (1.98, 1.04, -1.13)
H (1.98, -0.16, 1.64)
H (0.94, 1.11, 0.92)
H (-0.12, -0.66, -0.50)
H (0.78, -1.87, 0.48)
H (-3.59, -0.02, 2.85)
H (-5.60, 0.82, 4.01)
H (-7.34, 2.01, 2.78)
H (-7.07, 2.41, 0.34)
H (-5.09, 1.56, -0.84)
H (-2.08, 2.28, 1.63)
H (-0.49, 3.98, 0.80)
H (0.33, 3.88, -1.52)
H (-0.43, 2.07, -3.04)
H (-2.04, 0.38, -2.20)
H (6.12, 1.62, -3.26)
H (2.83, 4.43, -3.08)
H (4.91, 5.07, -1.43)
H (3.06, 2.21, -4.68)
H (1.45, 0.92, -6.06)
H (1.29, -1.54, -5.61)
H (2.70, -2.54, -3.91)
H (3.11, -2.69, 1.99)
H (3.79, -3.14, 0.56)
H (3.77, -0.56, 3.17)
O (3.09, 1.96, -7.90)
C (2.85, 1.07, -8.67)
O (2.31, -0.11, -8.28)
C (2.23, -1.01, -9.40)
C (2.24, -0.12, -10.63)
C (3.10, 1.05, -10.17)
H (3.09, -1.68, -9.37)
H (1.32, -1.60, -9.31)
H (2.61, -0.62, -11.52)
H (1.22, 0.23, -10.84)
H (4.16, 0.88, -10.34)
H (2.80, 2.00, -10.61)
O (-7.61, 0.19, 5.06)
C (-7.98, -0.85, 4.60)
O (-9.29, -1.13, 4.40)
C (-9.43, -2.48, 3.92)
C (-8.08, -2.84, 3.32)
C (-7.12, -2.03, 4.18)
H (-9.69, -3.12, 4.77)
H (-10.25, -2.52, 3.20)
H (-7.89, -3.91, 3.32)
H (-8.04, -2.49, 2.29)
H (-6.82, -2.57, 5.08)
H (-6.25, -1.69, 3.64)
O (-12.30, -4.26, 3.42)
C (-12.34, -4.76, 4.51)
O (-11.86, -6.01, 4.75)
C (-12.14, -6.38, 6.11)
C (-12.32, -5.07, 6.86)
C (-12.91, -4.17, 5.78)
H (-13.04, -7.00, 6.12)
H (-11.31, -6.97, 6.49)
H (-12.94, -5.17, 7.75)
H (-11.35, -4.68, 7.17)
H (-14.00, -4.25, 5.73)
H (-12.62, -3.13, 5.88)
O (10.29, 2.61, 2.54)
C (10.73, 1.64, 2.00)
O (11.55, 1.69, 0.92)
C (11.81, 0.36, 0.44)
C (11.54, -0.56, 1.62)
C (10.44, 0.19, 2.36)
H (11.14, 0.16, -0.40)
H (12.84, 0.31, 0.09)
H (11.27, -1.57, 1.33)
H (12.43, -0.62, 2.25)
H (9.44, -0.06, 1.99)
H (10.47, 0.05, 3.44)

Output
DFT total energy: -119911.0502 eV
Molecular weight: 948.024 g mol⁻¹
F_max: 1.4 eV Å⁻¹
Orbital gap: 7.1 eV
LUMO level: -0.0101 Eh
Net charge: 0